Version a
Here is a gas-phase ion, C4H6N3 (charge +1) from the OMol25 dataset. Energies are from ωB97M-V/def2-TZVPD.

- Multiplicity: 1
- Orbital gap: 0.4094 Ha
- Structure (SMILES): N#C[C@H]1CNC=[NH+]1
- Net charge: +1
- HOMO: -15.780 eV

The geometry in XYZ format:
```
13
C4H6N3 ωB97M-V/def2-TZVPD
N 2.4871 1.7955 -1.4227
C 2.0167 0.8337 -1.0848
C 0.8110 -0.2790 -0.9937
C 0.6548 -0.7061 0.5249
N -0.2461 0.3415 0.9912
C -0.8567 0.9171 -0.0205
N -0.3924 0.5450 -1.1952
H 1.0712 -1.1112 -1.6373
H 0.2957 -1.7945 0.7077
H 1.7888 -0.5826 1.0172
H -0.3977 0.6433 1.9237
H -1.7414 1.5303 0.0192
H -0.3834 1.0998 -1.9994
```


Version b
Here is a gas-phase ion, C4H6N3 (charge +1) from the OMol25 dataset. Energies are from ωB97M-V/def2-TZVPD.

- Multiplicity: 1
- Orbital gap: 0.3124 Ha
- Structure (SMILES): [NH2+]=C1CN=CC=N1
- Net charge: +1
- HOMO: -14.264 eV

The geometry in XYZ format:
```
13
C4H6N3 ωB97M-V/def2-TZVPD
N -1.7828 -0.0714 1.1236
C -0.8321 0.0483 0.2641
C 0.7034 0.3995 0.8900
N 1.6193 -0.0689 0.0485
C 1.4542 -0.6206 -1.0720
C 0.1905 -0.2081 -1.7318
N -0.7945 0.1010 -0.9916
H -1.8180 0.4871 1.9070
H -2.7057 -0.5903 1.0485
H 0.8008 1.5527 1.2127
H 0.6014 -0.1597 1.7402
H 2.2481 -0.9207 -1.6762
H 0.3155 0.0511 -2.7630
```


Energies, relative to the best one, in eV: version a 0.000; version b 1.130.


Version a
Here is 9 unconnected molecules or ions with the total composition C25H71O36P7S2 from the OMol25 dataset. Energies are from ωB97M-V/def2-TZVPD.

- Multiplicity: 1
- Orbital gap: 0.3913 Ha
- Structure (SMILES): COP(=O)(OC)OC.COP(=O)(OC)OC.COP(=O)(OC)OC.COP(=O)(OC)OC.COP(=O)(OC)OC.COP(=O)(OC)OC.COP(=O)(OC)OC.O=S1(=O)OCCO1.O=S1(=O)OCCO1
- Net charge: 0
- HOMO: -10.258 eV

The geometry in XYZ format:
```
141
C25H71O36P7S2 ωB97M-V/def2-TZVPD
C -4.9406 -1.9387 -1.2150
O -5.7842 -1.9744 -2.3631
P -5.0793 -1.8785 -3.8668
O -3.7749 -1.1942 -3.8519
O -5.1684 -3.3334 -4.5742
C -6.3016 -4.0840 -4.4329
O -6.2450 -1.0853 -4.7169
C -6.7096 0.1983 -4.3663
H -5.3267 -1.1951 -0.5177
H -3.9218 -1.6404 -1.4622
H -5.1391 -2.9409 -0.8351
H -6.0124 -4.9212 -3.7976
H -6.5487 -4.4717 -5.4212
H -7.1307 -3.5610 -3.9563
H -6.0759 0.6120 -3.5818
H -7.7843 0.2099 -4.1848
H -6.5813 0.7993 -5.2665
C -3.4868 6.1118 0.0910
O -4.2747 5.0631 0.3447
P -4.7494 4.1038 -0.8781
O -5.5257 4.6593 -2.0286
O -5.5355 3.0263 0.0769
C -5.6474 1.6598 -0.3112
O -3.3250 3.2942 -1.2499
C -2.5348 3.7581 -2.2988
H -2.5216 6.0120 0.5874
H -3.9671 6.9465 0.6016
H -3.2519 6.3505 -0.9463
H -4.8932 1.1441 0.2831
H -5.4984 1.4550 -1.3713
H -6.6504 1.2946 -0.0905
H -2.4251 2.9182 -2.9848
H -1.5010 3.9206 -1.9942
H -2.8590 4.6381 -2.8544
C -0.5687 3.1900 -5.2473
O -0.4945 1.8507 -4.7070
P 0.7961 1.3509 -3.9047
O 1.3131 2.3360 -2.9082
O 1.9398 1.0320 -5.0487
C 1.6980 0.3458 -6.1879
O 0.3479 -0.0850 -3.3278
C -0.9508 -0.3587 -2.7189
H -0.6788 3.1078 -6.3286
H 0.2994 3.7837 -4.9610
H -1.4513 3.6740 -4.8290
H 0.7930 -0.2613 -6.2080
H 2.4860 -0.3788 -6.3928
H 1.6118 1.0323 -7.0302
H -1.3111 -1.2632 -3.2090
H -1.6340 0.4680 -2.9138
H -0.7898 -0.5657 -1.6609
C 3.4830 -6.8476 2.0836
O 2.8208 -5.9037 3.0091
P 1.1576 -5.8136 2.8893
O 0.6134 -5.4607 1.5250
O 0.5860 -7.0990 3.6219
C -0.6995 -7.1640 4.1337
O 0.8876 -4.6245 3.9260
C 0.6743 -3.2072 3.5815
H 3.7896 -7.8358 2.4262
H 4.3591 -6.2655 1.7976
H 2.8515 -6.9960 1.2076
H -0.9546 -8.0388 4.7318
H -1.4980 -6.9873 3.4131
H -0.8982 -6.2902 4.7542
H 1.4342 -2.6307 4.1091
H -0.2300 -2.8323 4.0608
H 0.8350 -3.0315 2.5178
C -0.9149 -3.4317 -0.8849
O 0.2595 -3.0699 -1.6793
P 1.6117 -3.9188 -1.5759
O 1.4988 -5.3609 -1.8982
O 2.6747 -3.1471 -2.5438
C 2.4075 -3.1266 -3.9235
O 2.2091 -3.5011 -0.0899
C 3.5725 -3.7797 0.1988
H -1.8159 -3.3179 -1.4876
H -0.8998 -2.7308 -0.0503
H -0.8173 -4.4684 -0.5626
H 2.2043 -2.1015 -4.2334
H 1.5293 -3.7105 -4.1991
H 3.2157 -3.4918 -4.5572
H 4.0721 -2.8140 0.2754
H 4.1199 -4.4262 -0.4872
H 3.6541 -4.2853 1.1610
C 4.6290 1.2462 -3.1780
O 5.6317 0.7527 -2.2868
P 5.2671 0.2479 -0.8176
O 3.8626 -0.0286 -0.4634
O 6.3049 -1.0313 -0.7530
C 6.2210 -2.1275 -1.6024
O 5.9707 1.4571 0.0276
C 5.2045 2.6532 0.3200
H 5.2411 1.6225 -3.9977
H 3.9228 1.9917 -2.8124
H 3.9929 0.4287 -3.5174
H 6.9405 -2.8930 -1.3119
H 6.5346 -1.6447 -2.5280
H 5.2358 -2.5734 -1.7392
H 5.7514 3.5474 0.0213
H 5.0913 2.7065 1.4028
H 4.2543 2.6143 -0.2127
C 1.1519 4.9781 5.8593
O 1.5619 3.9749 4.9473
P 2.1635 4.5337 3.5114
O 2.6310 3.4064 2.6583
O 0.8720 5.4389 2.9487
C -0.1027 4.8021 2.1792
O 3.3080 5.6588 3.8481
C 4.5586 5.2101 4.3244
H 1.4409 4.9815 6.9102
H 0.1376 4.6221 6.0399
H 1.0502 6.0392 5.6315
H 0.0616 5.0213 1.1242
H -1.1123 5.0457 2.5102
H -0.1302 3.7320 2.3847
H 5.3087 5.7456 3.7425
H 4.6777 4.1317 4.2196
H 4.6539 5.4531 5.3827
O -2.2632 1.4584 2.5359
S -1.5662 0.7788 1.4677
O -2.4136 0.0450 0.4993
O -0.5235 1.8395 0.7605
C 0.8205 1.2791 0.6093
C 0.7500 -0.1880 1.0345
O -0.2997 -0.2306 1.9800
H 1.0789 1.1474 -0.4414
H 1.4682 1.8881 1.2399
H 1.6846 -0.4324 1.5393
H 0.5179 -0.8165 0.1748
O 1.7871 0.1447 7.5199
S 0.3251 0.1818 7.4160
O -0.4286 -0.0287 8.6365
O -0.1676 1.6535 6.7124
C -0.6944 1.4844 5.4155
C -1.2064 -0.0344 5.3847
O -0.1880 -0.7312 6.1742
H -1.5293 2.1828 5.3574
H -0.0066 1.8101 4.6352
H -1.3263 -0.4995 4.4063
H -2.1355 -0.1822 5.9352
```


Version b
Here is 9 unconnected molecules or ions with the total composition C25H71O36P7S2 from the OMol25 dataset. Energies are from ωB97M-V/def2-TZVPD.

- Multiplicity: 1
- Orbital gap: 0.3883 Ha
- Structure (SMILES): COP(=O)(OC)OC.COP(=O)(OC)OC.COP(=O)(OC)OC.COP(=O)(OC)OC.COP(=O)(OC)OC.COP(=O)(OC)OC.COP(=O)(OC)OC.O=S1(=O)OCCO1.O=S1(=O)OCCO1
- Net charge: 0
- HOMO: -10.327 eV

The geometry in XYZ format:
```
141
C25H71O36P7S2 ωB97M-V/def2-TZVPD
C -0.1290 -4.1754 -0.2615
O 0.0973 -4.6697 1.0572
P 1.3488 -4.2191 1.8683
O 2.0600 -2.9552 1.6009
O 0.7901 -4.2576 3.3867
C 1.4567 -3.5713 4.4141
O 2.1843 -5.5828 1.7624
C 3.5729 -5.8350 2.0156
H -1.1837 -3.9321 -0.4030
H 0.0071 -4.9489 -1.0215
H 0.4881 -3.3145 -0.5154
H 1.9114 -2.6272 4.1002
H 2.2874 -4.0745 4.9178
H 0.7584 -3.2728 5.1948
H 4.0077 -6.0443 1.0407
H 3.6285 -6.6718 2.7046
H 4.0574 -4.9472 2.4227
C -3.7348 4.6677 -1.0866
O -3.4892 4.9433 0.2843
P -2.2329 5.7309 0.9113
O -1.8239 6.9496 0.2181
O -1.1480 4.5811 1.1596
C 0.1567 4.8066 1.7484
O -2.7440 6.1005 2.3539
C -3.1404 5.1472 3.3381
H -2.9302 5.1198 -1.6679
H -4.7089 5.0736 -1.3615
H -3.8058 3.5876 -1.2266
H 0.8890 4.1372 1.3053
H -0.0268 4.5587 2.7914
H 0.5143 5.8229 1.6006
H -2.4120 5.1772 4.1470
H -3.1260 4.1236 2.9527
H -4.1636 5.3475 3.6439
C 7.2343 4.5700 3.7525
O 6.2536 4.2485 4.7472
P 4.8557 3.7377 4.1755
O 4.1161 4.7365 3.3939
O 4.0924 3.2006 5.4672
C 4.7228 2.7293 6.6451
O 5.1666 2.4022 3.3305
C 4.1202 1.4475 3.2969
H 6.8279 4.6721 2.7455
H 8.1082 3.9258 3.7687
H 7.5923 5.5867 3.9296
H 3.9339 2.2529 7.2324
H 5.0938 3.5785 7.2164
H 5.4219 1.9201 6.4213
H 3.1402 1.8650 3.0548
H 4.2293 0.7601 4.1321
H 4.1976 0.8175 2.4007
C -3.4032 4.8950 -4.9151
O -2.6980 3.7645 -5.3874
P -1.2769 4.0159 -6.1178
O -1.3011 4.9925 -7.2148
O -0.2965 4.4667 -4.9008
C -0.1737 3.6357 -3.7556
O -0.8184 2.5170 -6.4336
C -1.3795 1.9696 -7.6008
H -4.1269 4.5242 -4.1856
H -3.9904 5.5489 -5.5652
H -2.7135 5.5701 -4.3965
H 0.8450 3.7824 -3.3826
H -0.1527 2.5657 -3.9762
H -0.8552 3.9067 -2.9505
H -0.9459 1.0321 -7.9674
H -1.0952 2.4282 -8.5638
H -2.4634 1.8926 -7.6615
C 1.1419 -2.2994 -5.0098
O 0.0859 -3.2339 -4.8106
P 0.4382 -4.6997 -4.3298
O -0.7439 -5.4464 -3.8915
O 1.2843 -5.2986 -5.5578
C 0.8558 -6.4684 -6.2764
O 1.5461 -4.5610 -3.1754
C 2.3382 -5.7082 -2.9131
H 0.9470 -1.3361 -4.5366
H 1.1787 -2.1536 -6.0903
H 2.1524 -2.5180 -4.6623
H 1.0011 -7.3158 -5.6059
H 1.4714 -6.4774 -7.1721
H -0.1960 -6.4056 -6.5582
H 2.3584 -5.8964 -1.8378
H 3.3985 -5.5882 -3.1499
H 1.9797 -6.5922 -3.4393
C -0.8662 0.5378 4.6895
O 0.4867 0.3087 5.0849
P 0.6956 -0.1997 6.5958
O 0.5569 0.7160 7.7220
O -0.3939 -1.3719 6.7012
C -0.4737 -2.1637 7.8463
O 2.0679 -1.0679 6.4481
C 3.1243 -0.7598 7.3573
H -0.9516 1.6012 4.4333
H -1.6708 0.2929 5.3760
H -0.9923 0.0911 3.7008
H -0.8503 -1.6215 8.7244
H 0.4864 -2.4616 8.2936
H -1.0609 -3.0703 7.7336
H 3.3674 -1.5995 8.0182
H 2.9695 0.0644 8.0498
H 4.0540 -0.6804 6.7920
C -1.6707 -1.3621 -6.5960
O -2.1341 -0.7745 -5.3986
P -3.6743 -1.0627 -4.9532
O -4.6606 -1.2196 -6.0244
O -3.5106 -2.3445 -3.9969
C -3.7042 -3.6734 -4.5156
O -3.8960 0.0431 -3.8581
C -2.8453 0.6017 -3.0797
H -1.5920 -2.4507 -6.6304
H -0.6594 -0.9756 -6.7338
H -2.2960 -0.9918 -7.4129
H -4.6578 -3.8323 -5.0191
H -3.5235 -4.3056 -3.6529
H -2.9538 -3.8346 -5.2941
H -3.3127 0.8811 -2.1349
H -2.3197 1.4717 -3.4691
H -2.0969 -0.1399 -2.7958
O 1.1941 -1.8344 -1.7156
S 0.8728 -0.4869 -1.3816
O 0.6102 0.5458 -2.3403
O -0.3128 -0.4714 -0.2378
C 0.1247 0.0004 1.0205
C 1.3589 0.7730 0.7170
O 1.9983 0.0496 -0.3467
H -0.5941 0.5936 1.5799
H 0.3389 -0.9046 1.5993
H 1.9873 0.8718 1.5955
H 1.1697 1.7364 0.2361
O -2.7833 1.7047 0.7575
S -3.6464 0.6930 1.3107
O -4.5360 0.9499 2.4145
O -4.4692 0.0110 0.0959
C -4.6558 -1.3677 0.4176
C -3.3072 -1.8041 0.9853
O -2.8014 -0.6459 1.6725
H -5.4277 -1.3414 1.1969
H -5.0275 -1.8056 -0.5061
H -2.5629 -1.9710 0.2056
H -3.4881 -2.6776 1.6072
```


Energies, relative to the best one, in eV: version a 1.781; version b 0.000.


Version a
Here is 4 unconnected molecules or ions with the total composition C3H15NO3 from the OMol25 dataset. Energies are from ωB97M-V/def2-TZVPD.

- Multiplicity: 1
- Orbital gap: 0.3441 Ha
- Structure (SMILES): CCNC.O.O.O
- Net charge: 0
- HOMO: -8.737 eV

The geometry in XYZ format:
```
22
C3H15NO3 ωB97M-V/def2-TZVPD
C -0.8676 -2.2542 -2.5642
C -1.3631 -1.6350 -1.2043
N -0.7810 -0.3045 -0.9919
C 0.7071 -0.3334 -0.9110
H -0.5678 -3.2967 -2.4457
H -0.0698 -1.6924 -3.0177
H -1.7381 -2.3979 -3.2014
H -1.1428 -2.3761 -0.4188
H -2.4416 -1.6159 -1.1741
H -1.1629 0.0257 -0.1049
H 1.0820 -1.0605 -1.6619
H 1.2701 0.5615 -1.1347
H 1.0428 -0.7436 0.0428
O -1.6398 5.3000 2.2528
H -2.1381 5.7014 1.5427
H -1.1559 4.5081 2.0090
O 5.6578 3.1018 1.5196
H 6.6104 3.2578 1.4340
H 5.3028 3.5472 0.7226
O -2.2734 -2.8184 2.8233
H -2.9841 -2.5278 3.4149
H -1.3471 -2.9469 3.0689
```


Version b
Here is 4 unconnected molecules or ions with the total composition C3H15NO3 from the OMol25 dataset. Energies are from ωB97M-V/def2-TZVPD.

- Multiplicity: 1
- Orbital gap: 0.3950 Ha
- Structure (SMILES): CCCN.O.O.O
- Net charge: 0
- HOMO: -10.149 eV

The geometry in XYZ format:
```
22
C3H15NO3 ωB97M-V/def2-TZVPD
C -0.6410 -0.3674 1.7606
C 0.8133 -0.2113 2.2213
C 1.6481 0.5828 1.1889
N 1.6324 -0.0251 -0.1619
H -1.0447 0.6101 1.5305
H -1.1791 -0.7729 2.6253
H -0.7487 -1.0734 0.9400
H 0.9618 0.3724 3.1318
H 1.3366 -1.1606 2.3537
H 2.6948 0.5737 1.5158
H 1.3282 1.6290 1.1505
H 1.4054 -1.0114 -0.1733
H 2.5519 0.0152 -0.5770
O -2.8106 -0.0036 -2.6004
H -2.6188 0.1768 -3.5286
H -2.0982 0.4991 -2.1638
O -0.4757 1.3080 -1.5191
H -0.4625 2.2436 -1.7310
H 0.4081 1.0242 -1.2007
O -0.7808 -1.8557 -1.4981
H -1.5831 -1.5345 -1.9479
H -0.3374 -1.0189 -1.3165
```


Version c
Here is 4 unconnected molecules or ions with the total composition C3H15NO3 from the OMol25 dataset. Energies are from ωB97M-V/def2-TZVPD.

- Multiplicity: 1
- Orbital gap: 0.3461 Ha
- Structure (SMILES): CN(C)C.O.O.O
- Net charge: 0
- HOMO: -8.741 eV

The geometry in XYZ format:
```
22
C3H15NO3 ωB97M-V/def2-TZVPD
C -1.0654 -0.6200 1.3902
N -0.3165 -1.5138 0.4332
C -1.1924 -1.8170 -0.7346
C 0.4656 -2.7458 0.6769
H -0.4603 -0.2416 2.2226
H -1.3461 0.2447 0.7479
H -2.0124 -1.0896 1.6862
H -0.6967 -1.9636 -1.7021
H -2.0322 -1.1508 -0.8319
H -1.6090 -2.8050 -0.5114
H 1.3858 -2.6443 1.2696
H -0.1971 -3.4231 1.2305
H 0.7978 -3.2416 -0.2506
O -0.8746 2.9496 0.7389
H -0.1627 3.0752 1.3740
H -0.4066 2.5503 -0.0077
O 1.2327 0.1867 -1.3051
H 0.7076 0.1871 -2.1080
H 0.9476 -0.5822 -0.7599
O 1.4434 2.9062 -0.9793
H 1.5536 1.9335 -0.8840
H 2.2635 3.2031 -0.5683
```


Energies, relative to the best one, in eV: version a 1.723; version b 0.000; version c 1.297.


Version a
Here is C6H7ClN2O2 in the gas phase from the OMol25 dataset. Energies are from ωB97M-V/def2-TZVPD.

- Multiplicity: 1
- Orbital gap (spin up / spin down): 0.2972 / 0.2971 Ha
- Structure (SMILES): C[C@@]1(Cl)NC=CC=C1[N+](=O)[O-]
- Net charge: 0
- HOMO (spin up / spin down): -8.807 / -8.807 eV

The geometry in XYZ format:
```
18
C6H7ClN2O2 ωB97M-V/def2-TZVPD
C 0.0897 1.5705 1.4630
C 0.0906 0.8290 0.1191
Cl -0.3753 2.1041 -1.2050
N 1.3607 0.3875 -0.1640
C 1.8047 -0.7378 -0.8005
C 0.9817 -1.7319 -1.1015
C -0.4163 -1.5848 -0.7208
C -0.9227 -0.4630 -0.1210
N -2.3079 -0.3187 0.2819
O -2.6663 0.7841 0.6476
O -3.0677 -1.2690 0.0849
H -0.3461 2.5648 1.4711
H 1.1609 1.6989 1.6785
H -0.5027 0.8937 2.0968
H 2.1368 1.1314 0.0621
H 2.7777 -0.8299 -1.1740
H 1.2576 -2.5662 -1.7811
H -1.0554 -2.4626 -0.8371
```


Version b
Here is C6H7ClN2O2 in the gas phase from the OMol25 dataset. Energies are from ωB97M-V/def2-TZVPD.

- Multiplicity: 1
- Orbital gap: 0.3365 Ha
- Structure (SMILES): CN1C(Cl)=CC(=O)N[C@]12CO2
- Net charge: 0
- HOMO: -8.580 eV

The geometry in XYZ format:
```
18
C6H7ClN2O2 ωB97M-V/def2-TZVPD
C 0.0669 0.8877 1.8414
N -0.3270 0.1733 0.6538
C -1.6163 0.1394 0.2322
Cl -2.8025 0.4038 1.4667
C -1.9648 -0.1146 -1.0730
C -1.0147 -0.5241 -2.0373
O -1.2338 -0.7608 -3.2002
N 0.3044 -0.5336 -1.5604
C 0.8452 -0.1797 -0.3211
C 2.0940 -0.7476 0.2757
O 1.9631 0.5931 -0.1952
H 1.0585 1.0637 1.6770
H -0.4492 1.8225 1.7694
H -0.2047 0.4077 2.7371
H -2.9442 -0.2567 -1.2444
H 1.1456 -0.3773 -2.2854
H 2.1958 -0.7331 1.4632
H 2.8837 -1.2638 -0.1995
```


Energies, relative to the best one, in eV: version a 1.648; version b 0.000.